(one)
An isolated ion of composition C3HN4 and charge +1. Source: the OMol25 dataset; level of theory: the ωB97M-V functional and the def2-TZVPD basis.

## Properties
2S+1: 1
Charge: +1
HOMO (alpha / beta) (eV): -16.72 / -16.72
Orbital gap (alpha / beta) (eV): 8.148 / 8.148
SMILES string: N#CC#[N+]NC#N

Each line ends with the natural charge from an NBO analysis.
Cartesian coordinates (Å):
1 N 2.77 -0.59 1.53  0.11
2 C 1.95 -0.60 0.74  -0.09
3 C 1.10 -1.19 -0.15  0.46
4 N 0.18 0.03 -1.12  0.04
5 N -0.94 0.45 -0.89  -0.23
6 C -1.58 0.55 0.34  0.29
7 N -2.07 0.52 1.37  -0.06
8 H -1.41 0.82 -1.83  0.49

(two)
An isolated ion of composition C3HN4 and charge +1. Source: the OMol25 dataset; level of theory: the ωB97M-V functional and the def2-TZVPD basis.

## Properties
2S+1: 1
Charge: +1
HOMO (alpha / beta) (eV): -15.25 / -14.92
Orbital gap (alpha / beta) (eV): 7.483 / 7.781
SMILES string: N#CC#[N+]C1=NN1

Each line ends with the natural charge from an NBO analysis.
Cartesian coordinates (Å):
1 N 3.35 0.52 -0.89  -0.15
2 C 2.50 0.01 -0.26  0.20
3 C 1.08 -0.87 0.26  0.58
4 N 0.09 -0.98 -0.15  -0.30
5 C -1.25 -0.60 -0.26  0.32
6 N -0.90 0.83 0.52  0.08
7 N -1.99 0.29 0.43  -0.22
8 H -2.87 0.79 0.36  0.49

Quick look at relative energies in hartree: (one) 0.0000; (two) 0.1247.

(one)
C21H26N8O6Pt as an isolated structure. Source: the OMol25 dataset; level of theory: the ωB97M-V functional and the def2-TZVPD basis.

## Properties
2S+1: 5
Charge: +2
HOMO (alpha / beta) (eV): -12.89 / -14.75
Orbital gap (alpha / beta) (eV): 6.793 / 4.914

Each line ends with the Löwdin spin population.
Cartesian coordinates (Å):
1 Pt -0.21 -0.20 -0.10  1.46
2 O 4.56 -3.76 -0.42  0.02
3 C 3.59 -4.32 -0.97  0.07
4 O 3.73 -5.49 -1.48  0.85
5 C 2.25 -3.74 -1.08  0.03
6 C 1.13 -4.35 -1.63  0.00
7 N 0.15 -3.45 -1.52  0.00
8 N 0.55 -2.31 -0.93  0.06
9 C 1.82 -2.46 -0.66  0.01
10 C 2.58 -1.35 0.02  0.01
11 O 3.73 -1.61 0.41  0.01
12 O 1.99 -0.25 0.16  0.12
13 H 4.30 -2.74 -0.07  0.00
14 H 0.99 -5.32 -2.07  0.00
15 H -0.81 -3.57 -1.80  0.00
16 C -2.73 2.56 -0.80  0.00
17 O -2.66 1.58 0.24  0.05
18 H -3.06 3.52 -0.41  0.00
19 H -3.46 2.19 -1.52  0.00
20 H -1.76 2.69 -1.30  0.00
21 N -3.24 3.48 2.44  0.12
22 C -2.05 3.30 1.87  0.11
23 C -1.79 1.92 1.30  0.04
24 N -0.41 1.76 0.87  0.32
25 C 0.41 2.78 0.87  0.14
26 C 0.02 4.05 1.34  0.29
27 N -1.19 4.28 1.84  0.05
28 H -3.95 2.76 2.43  0.00
29 H -3.46 4.38 2.86  0.00
30 H -2.00 1.18 2.07  0.02
31 H 1.42 2.60 0.50  0.00
32 H 0.71 4.88 1.28  0.01
33 C 1.54 0.63 4.25  0.00
34 C 0.85 -0.75 4.27  0.00
35 C -0.23 -0.81 5.35  0.00
36 C 1.89 -1.86 4.46  0.00
37 C 0.22 -0.91 2.95  0.03
38 N -0.27 -1.04 1.92  0.04
39 H 2.05 0.77 5.20  0.00
40 H 0.81 1.43 4.12  0.00
41 H 2.28 0.69 3.45  0.00
42 H 0.24 -0.64 6.32  0.00
43 H -0.72 -1.78 5.38  0.00
44 H -0.99 -0.04 5.20  0.00
45 H 2.41 -1.69 5.40  0.00
46 H 2.63 -1.86 3.66  0.00
47 H 1.42 -2.84 4.51  0.00
48 N -2.08 0.42 -7.04  0.00
49 C -0.88 0.29 -6.43  0.00
50 O 0.17 0.08 -7.00  0.00
51 C -0.87 0.36 -4.92  0.00
52 C -1.88 -0.14 -4.11  0.00
53 C -1.72 -0.13 -2.74  0.02
54 N -0.62 0.37 -2.16  0.07
55 C 0.34 0.89 -2.94  0.00
56 C 0.26 0.90 -4.31  0.00
57 H -2.10 0.40 -8.05  0.00
58 H -2.90 0.73 -6.56  0.00
59 H -2.78 -0.57 -4.54  0.00
60 H -2.48 -0.51 -2.08  0.01
61 H 1.21 1.30 -2.43  0.00
62 H 1.06 1.29 -4.92  0.00

(two)
C21H26N8O6Pt as an isolated structure. Source: the OMol25 dataset; level of theory: the ωB97M-V functional and the def2-TZVPD basis.

## Properties
2S+1: 5
Charge: +2
HOMO (alpha / beta) (eV): -13.72 / -13.73
Orbital gap (alpha / beta) (eV): 7.310 / 3.313

Each line ends with the Löwdin spin population.
Cartesian coordinates (Å):
1 Pt -0.22 0.14 0.39  1.61
2 O -3.48 5.03 0.10  0.03
3 C -3.43 4.62 1.31  0.08
4 O -3.97 5.27 2.23  0.82
5 C -2.76 3.38 1.70  0.04
6 C -2.74 2.78 2.95  0.00
7 N -2.01 1.67 2.84  0.01
8 N -1.53 1.51 1.59  0.09
9 C -1.97 2.55 0.89  0.01
10 C -1.59 2.64 -0.56  0.01
11 O -1.98 3.61 -1.21  0.01
12 O -0.87 1.69 -0.99  0.10
13 H -2.98 4.35 -0.54  0.00
14 H -3.21 3.07 3.88  0.00
15 H -1.80 0.98 3.54  0.00
16 C -1.41 -2.34 2.04  0.08
17 O -0.52 -1.28 2.00  0.73
18 H -2.18 -2.12 2.79  0.03
19 H -0.84 -3.19 2.47  0.04
20 H -1.83 -2.60 1.08  0.00
21 N 2.72 -2.36 -3.68  0.00
22 C 2.48 -1.24 -2.97  0.00
23 C 1.55 -1.22 -1.90  0.01
24 N 1.34 -0.11 -1.22  0.11
25 C 2.01 1.00 -1.55  0.01
26 C 2.91 0.96 -2.60  0.00
27 N 3.15 -0.13 -3.31  0.00
28 H 2.28 -3.23 -3.47  0.00
29 H 3.39 -2.31 -4.43  0.00
30 H 1.00 -2.10 -1.62  0.00
31 H 1.82 1.90 -0.99  0.00
32 H 3.46 1.85 -2.89  0.00
33 C -3.31 -3.58 -2.55  0.00
34 C -2.58 -2.30 -3.01  0.00
35 C -3.57 -1.27 -3.56  0.00
36 C -1.49 -2.63 -4.04  0.00
37 C -1.92 -1.70 -1.83  0.01
38 N -1.41 -1.22 -0.92  0.06
39 H -3.77 -4.03 -3.43  0.00
40 H -4.09 -3.35 -1.83  0.00
41 H -2.62 -4.30 -2.12  0.00
42 H -4.05 -1.70 -4.44  0.00
43 H -3.06 -0.35 -3.86  0.00
44 H -4.34 -1.03 -2.83  0.00
45 H -1.98 -3.02 -4.93  0.00
46 H -0.80 -3.39 -3.67  0.00
47 H -0.93 -1.74 -4.32  0.00
48 N 5.88 0.58 4.39  0.00
49 C 4.62 0.96 4.67  0.00
50 O 4.25 1.39 5.73  0.00
51 C 3.60 0.80 3.56  0.00
52 C 3.68 -0.10 2.51  0.00
53 C 2.64 -0.19 1.61  0.01
54 N 1.55 0.58 1.70  0.10
55 C 1.47 1.46 2.70  0.00
56 C 2.46 1.60 3.65  0.00
57 H 6.57 0.69 5.11  0.00
58 H 6.19 0.34 3.46  0.00
59 H 4.52 -0.77 2.40  0.00
60 H 2.67 -0.90 0.79  0.00
61 H 0.60 2.09 2.72  0.00
62 H 2.37 2.31 4.46  0.00

Quick look at relative energies in hartree: (one) 0.0000; (two) 0.0464.

(one)
An isolated ion of composition C5H4NO2 and charge -1. Source: the OMol25 dataset; level of theory: the ωB97M-V functional and the def2-TZVPD basis.

## Properties
2S+1: 1
Charge: -1
HOMO (eV): -4.47
Orbital gap (eV): 8.518
SMILES string: C=C[C@@H](C#N)C(=O)[O-]

Each line ends with the natural charge from an NBO analysis.
Cartesian coordinates (Å):
1 C 0.94 -0.95 1.41  -0.46
2 C 0.27 -0.91 0.15  -0.10
3 C -0.75 0.04 -0.50  -0.54
4 C -1.47 0.88 0.41  0.33
5 N -2.26 1.50 1.02  -0.42
6 C 0.36 1.06 -1.30  0.84
7 O 1.04 1.71 -0.55  -0.72
8 O 0.27 1.01 -2.50  -0.73
9 H 0.94 -0.15 2.00  0.19
10 H 1.63 -1.81 1.50  0.19
11 H 0.51 -1.69 -0.59  0.18
12 H -1.49 -0.69 -1.03  0.24

(two)
A 2-piece molecular cluster, C5H4NO2 overall. Source: the OMol25 dataset; level of theory: the ωB97M-V functional and the def2-TZVPD basis.

## Properties
2S+1: 1
Charge: -1
HOMO (eV): -2.70
Orbital gap (eV): 6.798

Each line ends with the natural charge from an NBO analysis.
Cartesian coordinates (Å):
1 C 0.90 0.03 0.10  -0.39
2 C 3.23 0.94 0.38  0.46
3 C 0.29 -1.16 -0.43  0.58
4 C -1.47 0.14 0.14  -0.27
5 C -0.10 0.85 0.55  -0.29
6 N -1.07 -0.94 -0.68  -0.66
7 O 3.41 1.73 -0.50  -0.63
8 O 0.78 -2.28 -0.67  -0.68
9 H -1.93 -0.11 1.19  0.15
10 H -2.40 0.71 -0.24  0.17
11 H -0.10 1.88 1.05  0.19
12 H -1.55 -1.79 -0.88  0.38

Quick look at relative energies in hartree: (one) 0.0000; (two) 0.0723.

(one)
An isolated molecule of HO3PS2. Source: the OMol25 dataset; level of theory: the ωB97M-V functional and the def2-TZVPD basis.

## Properties
2S+1: 1
Charge: 0
HOMO (alpha / beta) (eV): -8.99 / -8.99
Orbital gap (alpha / beta) (eV): 6.010 / 5.997

Each line ends with the natural charge from an NBO analysis.
Cartesian coordinates (Å):
1 O -0.30 1.06 0.43  -0.89
2 O 1.01 -1.59 0.49  -1.06
3 O -1.17 -1.25 -0.52  -1.03
4 P -0.26 -0.98 0.76  1.60
5 S 0.81 2.05 0.49  1.01
6 S 2.00 1.78 -1.05  -0.14
7 H -2.09 -1.07 -0.60  0.51

(two)
An isolated molecule of HO3PS2. Source: the OMol25 dataset; level of theory: the ωB97M-V functional and the def2-TZVPD basis.

## Properties
2S+1: 1
Charge: 0
HOMO (eV): -9.33
Orbital gap (eV): 7.815

Each line ends with the natural charge from an NBO analysis.
Cartesian coordinates (Å):
1 O -2.33 -1.18 -0.81  -0.90
2 O -2.55 -0.09 1.50  -0.93
3 O -0.35 0.25 0.20  -0.98
4 P -1.25 -0.80 0.87  1.91
5 S -0.13 -2.12 1.79  -0.40
6 S -3.54 -0.26 -0.13  0.76
7 H -0.83 0.99 -0.27  0.53

Quick look at relative energies in hartree: (one) 0.0000; (two) 0.0050.